(1)
C10H15P | ωB97M-V/def2-TZVPD

Its HOMO-LUMO gap is 7.08 eV. The max |F| comes out at 0.0737 hartree/bohr. The SMILES is CC(C)=[PH2]c1ccccc1C. The value obtained for the electronic energy is -19897.7143 eV.

CARTESIAN COORDINATES (ANGSTROEM)
C1 3.195 0.516 0.644
C2 1.992 0.537 -0.282
C3 2.046 -0.071 -1.559
P1 0.533 0.439 0.755
C4 -1.241 0.594 0.305
C5 -1.958 1.781 0.098
C6 -3.240 1.732 -0.398
C7 -3.938 0.549 -0.289
C8 -3.284 -0.682 -0.002
C9 -1.918 -0.640 0.162
C10 -1.190 -1.916 0.098
H1 3.696 1.443 0.509
H2 2.761 0.491 1.608
H3 3.746 -0.348 0.474
H4 2.560 -1.067 -1.490
H5 2.838 0.406 -2.151
H6 1.034 0.033 -1.982
H7 0.884 1.458 1.477
H8 0.189 -0.334 1.984
H9 -1.440 2.718 0.045
H10 -3.637 2.701 -0.766
H11 -4.925 0.412 -0.645
H12 -3.727 -1.655 -0.031
H13 -1.466 -2.646 0.902
H14 -1.450 -2.405 -0.775
H15 -0.115 -1.672 0.133

=====

(2)
C2H4F2N4O3 | ωB97M-V/def2-TZVPD

Its HOMO-LUMO gap is 10.71 eV. The max |F| comes out at 0.0770 hartree/bohr. The SMILES is C=NC(=O)N[N+](=O)[O-].FNF. The value obtained for the electronic energy is -19668.2412 eV.

CARTESIAN COORDINATES (ANGSTROEM)
C1 -1.158 1.785 -0.112
N1 -0.277 1.242 0.544
C2 0.540 0.112 0.379
O1 0.241 -0.964 0.775
N2 1.798 0.541 -0.113
N3 2.952 -0.218 -0.329
O2 3.008 -1.306 0.120
O3 3.820 0.420 -0.852
H1 -1.503 2.589 0.458
H2 -1.671 1.480 -1.057
H3 1.756 1.429 -0.442
F1 -2.006 -2.251 -0.983
N4 -2.570 -2.109 0.343
F2 -3.111 -0.788 0.221
H4 -1.819 -1.961 1.048

=====

Question: Which value of max |F| does entry 2 give?
Answer: 0.0770 hartree/bohr